(A)
Here is a cluster of 2 separate species, C3H9O3 in total from the OMol25 dataset. Energies are from ωB97M-V/def2-TZVPD.

Charge: -1
HOMO level (eV): -2.70
Kohn-Sham gap (eV): 6.86

Last column: natural (NBO) charge in e.
Geometry (Å):
C -0.52 0.67 -0.36  0.03
O -0.57 1.72 -1.16  -0.95
C -0.62 -0.83 -1.03  -0.51
C -0.08 -1.91 -0.09  -0.08
O 1.37 -1.69 0.05  -0.76
H 0.44 0.59 0.16  0.05
H -1.43 0.66 0.36  0.05
H 0.06 -0.68 -1.87  0.19
H -1.69 -0.99 -1.28  0.19
H -0.46 -1.65 0.91  0.16
H -0.14 -2.94 -0.43  0.16
H 1.50 -0.77 -0.18  0.47
H 0.00 2.84 1.75  0.47
H 1.29 2.53 1.17  0.47
O 0.84 2.45 2.01  -0.95



(B)
Here is a cluster of 2 separate species, C3H9O3 in total from the OMol25 dataset. Energies are from ωB97M-V/def2-TZVPD.

Charge: -1
HOMO level (eV): -3.20
Kohn-Sham gap (eV): 6.80

Last column: natural (NBO) charge in e.
Geometry (Å):
C 0.75 -0.06 0.41  -0.01
O 0.88 0.68 -0.71  -0.93
C -0.72 -0.45 0.75  -0.44
C -1.61 -0.38 -0.48  -0.07
O -2.95 -0.76 -0.20  -0.74
H 1.31 -1.04 0.43  0.08
H 1.15 0.45 1.33  0.08
H -1.19 0.23 1.49  0.17
H -0.79 -1.47 1.16  0.17
H -1.51 0.64 -0.88  0.18
H -1.14 -0.97 -1.28  0.15
H -3.50 -0.35 -0.87  0.45
H 3.51 1.15 0.28  0.43
H 2.39 1.10 -0.75  0.51
O 3.42 1.22 -0.68  -1.04



(C)
Here is a cluster of 2 separate species, C3H9O3 in total from the OMol25 dataset. Energies are from ωB97M-V/def2-TZVPD.

Charge: -1
HOMO level (eV): -2.75
Kohn-Sham gap (eV): 6.72

Last column: natural (NBO) charge in e.
Geometry (Å):
C 1.32 -0.18 -0.42  -0.49
C 0.68 0.76 -1.46  -0.06
O -0.39 1.55 -0.95  -0.76
C 0.52 -0.41 0.93  0.02
O 1.24 -1.01 1.86  -0.93
H 2.29 0.20 -0.10  0.19
H 1.47 -1.21 -0.75  0.20
H 1.43 1.48 -1.81  0.14
H 0.32 0.25 -2.36  0.14
H -0.48 1.35 -0.04  0.47
H 0.18 0.63 1.29  0.03
H -0.42 -0.93 0.62  0.06
H -2.70 -1.34 1.66  0.47
H -2.38 -0.26 0.64  0.48
O -3.08 -0.86 0.91  -0.96



Least stable structure: (A)